{
  "formula": "C52H46Cl5GeInN7O4S",
  "method": "the ωB97M-V functional and the def2-TZVPD basis",
  "species": ["In", "N", "C", "C", "C", "C", "N", "H", "H", "H", "H", "H", "H", "H", "H", "H", "H", "H", "H", "Cl", "C", "C", "C", "Cl", "C", "Cl", "C", "Cl", "C", "Cl", "S", "C", "N", "N", "C", "C", "C", "C", "C", "C", "N", "N", "C", "C", "C", "C", "C", "C", "H", "H", "H", "H", "H", "H", "H", "H", "H", "H", "H", "O", "C", "N", "C", "O", "C", "C", "C", "C", "C", "C", "H", "H", "H", "H", "O", "C", "O", "C", "C", "Ge", "C", "C", "C", "C", "C", "C", "C", "C", "C", "C", "C", "C", "C", "C", "C", "C", "C", "C", "H", "H", "H", "H", "H", "H", "H", "H", "H", "H", "H", "H", "H", "H", "H", "H", "H", "H", "H"],
  "positions_angstrom": [[1.04693, -1.15889, 0.91598], [2.40756, 0.31987, 2.44095], [3.70747, 0.65161, 3.07130], [4.21155, 2.08950, 2.86372], [5.15925, 2.40695, 1.69392], [4.53008, 2.50336, 0.31087], [4.33530, 1.17314, -0.24453], [1.87082, 1.17755, 2.29361], [1.87551, -0.18608, 3.14770], [4.48708, -0.04868, 2.76310], [3.58227, 0.50985, 4.14656], [4.76681, 2.35028, 3.76872], [3.34074, 2.75170, 2.82107], [5.95430, 1.65432, 1.65365], [5.63046, 3.36830, 1.92108], [5.17190, 3.12641, -0.32936], [3.55838, 2.99913, 0.38385], [5.20661, 0.81460, -0.61918], [3.65724, 1.19772, -0.99600], [-0.81475, -2.78022, -1.70178], [-1.65291, -2.71459, -0.19447], [-0.96757, -2.29439, 0.93922], [-1.67667, -2.36086, 2.14483], [-0.88670, -2.05643, 3.64823], [-3.02806, -2.69809, 2.19391], [-3.90260, -2.63844, 3.68174], [-3.68762, -3.07802, 1.02877], [-5.35628, -3.51052, 1.07427], [-2.98245, -3.13006, -0.16652], [-3.75719, -3.71993, -1.59074], [0.62176, 0.25231, -1.13260], [1.45221, -0.78345, -2.27498], [1.19703, -0.77113, -3.55206], [0.20837, 0.00577, -3.94014], [-0.15615, 0.15883, -5.26482], [-1.25059, 0.97136, -5.56896], [-1.63354, 1.15329, -6.88526], [-0.93894, 0.53174, -7.91393], [0.14915, -0.27531, -7.60887], [0.54655, -0.46703, -6.29750], [2.46490, -1.65135, -1.95078], [2.75725, -1.79130, -0.74982], [3.86526, -2.62163, -0.49877], [4.68697, -2.26640, 0.56637], [5.78015, -3.04880, 0.89487], [6.05264, -4.19322, 0.15733], [5.23960, -4.53915, -0.91441], [4.15098, -3.75630, -1.25555], [-0.31229, 0.49140, -3.21140], [-1.79410, 1.45387, -4.76341], [-2.48674, 1.78168, -7.10774], [-1.24936, 0.66753, -8.94180], [0.69459, -0.76808, -8.40416], [1.39249, -1.09110, -6.04712], [4.43460, -1.35935, 1.09639], [6.41116, -2.77929, 1.73261], [6.89518, -4.82032, 0.42112], [5.45601, -5.43503, -1.48355], [3.48493, -4.02546, -2.06378], [1.23635, -4.20301, 0.55080], [1.77193, -3.98118, 1.62169], [1.86858, -2.75457, 2.22715], [2.49939, -2.86851, 3.43813], [2.67556, -1.97401, 4.24446], [2.92040, -4.30435, 3.60468], [3.67765, -4.93054, 4.56989], [3.96708, -6.28141, 4.38279], [3.48235, -6.97376, 3.27965], [2.69909, -6.33468, 2.32135], [2.44762, -4.99256, 2.49831], [4.03195, -4.39578, 5.44195], [4.58978, -6.79820, 5.10299], [3.72542, -8.02278, 3.16237], [2.31119, -6.85756, 1.45629], [0.25763, 2.42987, 2.28173], [-0.54247, 1.50120, 2.15654], [-0.23955, 0.28998, 1.86668], [-2.04471, 1.68965, 2.42552], [-2.92483, 1.10859, 1.30415], [-3.55956, 2.50504, 0.06770], [-2.02241, 3.45000, -0.70852], [-1.42835, 2.94449, -1.86388], [-0.26190, 3.49949, -2.36745], [0.32833, 4.57173, -1.71460], [-0.24454, 5.07987, -0.55840], [-1.40832, 4.51682, -0.05626], [-4.60788, 1.63064, -1.35839], [-5.34682, 0.49110, -1.04306], [-6.04404, -0.20272, -2.02076], [-6.00332, 0.23105, -3.33787], [-5.27882, 1.36741, -3.66771], [-4.59082, 2.06284, -2.68334], [-4.70234, 3.65251, 1.21067], [-5.55922, 3.01248, 2.10624], [-6.30382, 3.73113, 3.02882], [-6.19799, 5.11455, 3.07748], [-5.36603, 5.76843, 2.18173], [-4.63067, 5.04250, 1.25368], [-2.25090, 2.74735, 2.60251], [-2.23244, 1.14979, 3.35818], [-3.79210, 0.59243, 1.72502], [-2.36690, 0.35168, 0.75026], [-1.88206, 2.09366, -2.36163], [0.20511, 3.08659, -3.25437], [1.24627, 4.99957, -2.09905], [0.22708, 5.90329, -0.03681], [-1.82366, 4.89323, 0.87112], [-5.37179, 0.13293, -0.01864], [-6.60073, -1.09258, -1.75687], [-6.53428, -0.31710, -4.10638], [-5.24440, 1.70754, -4.69610], [-4.03237, 2.95456, -2.94779], [-5.64544, 1.93132, 2.08986], [-6.95523, 3.21068, 3.72018], [-6.76200, 5.67873, 3.80989], [-5.27957, 6.84805, 2.21393], [-3.99402, 5.56935, 0.55174]],
  "forces_ev_per_a": [[-0.420, -0.049, 0.267], [-0.098, -0.012, -0.135], [0.140, -0.007, -0.002], [-0.054, -0.114, -0.194], [-0.253, 0.033, 0.136], [0.114, 0.008, 0.109], [-0.162, -0.189, -0.126], [0.013, 0.057, -0.072], [0.128, 0.115, 0.100], [-0.047, -0.085, -0.086], [0.088, -0.063, -0.025], [-0.100, 0.023, 0.066], [0.041, 0.096, 0.036], [0.081, 0.040, 0.052], [0.070, -0.026, 0.001], [-0.075, 0.078, 0.037], [-0.001, -0.032, -0.026], [-0.064, -0.020, -0.019], [-0.066, -0.140, -0.012], [0.081, -0.135, -0.273], [0.072, 0.013, 0.437], [0.082, 0.241, 0.263], [-0.158, -0.125, -0.699], [0.195, 0.169, 0.298], [0.030, -0.003, -0.005], [-0.071, -0.026, 0.070], [0.082, 0.017, 0.010], [-0.093, -0.003, -0.007], [-0.032, -0.003, -0.037], [-0.080, 0.044, -0.074], [0.476, -0.092, 0.080], [-0.969, 0.932, -0.138], [0.392, -0.447, 0.091], [-0.221, 0.352, 0.305], [0.064, -0.106, -0.358], [0.068, -0.007, 0.134], [-0.002, -0.018, -0.003], [-0.035, -0.010, -0.080], [-0.044, 0.007, -0.006], [0.009, 0.021, 0.160], [0.988, -0.538, -0.037], [-0.784, 0.449, -0.119], [0.736, -0.553, 0.100], [-0.350, 0.094, -0.051], [0.031, -0.099, -0.015], [0.027, 0.024, 0.035], [0.058, -0.069, -0.053], [-0.272, 0.119, 0.109], [-0.055, -0.025, -0.052], [-0.028, -0.008, -0.019], [0.000, 0.007, 0.005], [0.017, 0.013, 0.003], [0.009, 0.004, 0.004], [-0.005, -0.011, -0.022], [0.041, 0.063, 0.157], [-0.017, 0.039, -0.013], [-0.006, 0.002, -0.002], [-0.031, 0.010, 0.000], [0.031, -0.012, -0.024], [0.346, 0.023, 0.074], [-0.195, -0.384, -0.145], [0.151, 0.192, -0.481], [-0.018, 0.205, 0.159], [0.068, -0.147, 0.015], [-0.017, -0.094, -0.186], [-0.030, -0.026, 0.101], [0.040, 0.049, 0.069], [-0.037, -0.044, -0.039], [-0.025, -0.016, -0.118], [0.199, 0.096, 0.230], [0.035, 0.047, -0.050], [-0.045, -0.015, 0.016], [-0.017, 0.005, 0.008], [0.040, -0.005, -0.007], [-0.044, 0.034, -0.021], [-0.012, 0.014, 0.085], [-0.328, 0.149, 0.069], [0.227, -0.030, -0.171], [-0.044, 0.085, -0.065], [-0.069, -0.223, 0.105], [-0.287, -0.148, 0.157], [-0.060, 0.060, -0.044], [0.035, 0.037, -0.024], [0.023, 0.019, -0.033], [0.020, 0.005, 0.002], [-0.001, -0.007, 0.057], [0.208, 0.148, 0.193], [0.043, 0.012, 0.068], [-0.007, -0.035, -0.022], [-0.029, -0.008, -0.006], [-0.013, 0.011, -0.052], [-0.025, 0.075, 0.054], [0.236, -0.100, -0.204], [0.000, -0.040, -0.008], [-0.027, 0.024, 0.023], [-0.008, -0.019, -0.016], [-0.014, 0.071, 0.018], [0.010, -0.007, -0.111], [0.070, -0.006, 0.081], [-0.027, 0.036, 0.011], [-0.027, 0.044, -0.028], [0.021, -0.029, -0.034], [0.050, -0.001, -0.007], [-0.034, -0.016, -0.003], [-0.007, 0.002, 0.000], [0.001, -0.014, 0.020], [0.040, 0.020, -0.006], [0.006, -0.061, -0.041], [-0.005, -0.022, 0.008], [0.014, -0.002, 0.001], [-0.004, 0.008, 0.008], [-0.003, -0.023, -0.040], [0.015, 0.006, 0.044], [-0.006, 0.001, -0.009], [-0.002, 0.001, -0.006], [-0.012, -0.005, -0.024], [0.012, 0.015, 0.042]],
  "mulliken_charge": [1.330, 0.354, -0.455, -0.900, -0.644, -0.651, -0.274, -0.182, 0.125, 0.095, 0.486, 0.396, 0.317, 0.250, 0.404, 0.429, 0.247, 0.237, 0.022, -0.192, 1.210, -1.527, 0.735, -0.156, -0.174, -0.214, 0.413, -0.219, -0.075, -0.215, 0.261, -0.984, -0.788, 0.927, 0.645, 0.052, -0.636, -0.542, -0.512, -0.758, -0.729, 1.137, -0.044, 0.074, -0.565, -0.588, -0.557, -0.591, -0.294, 0.359, 0.385, 0.370, 0.365, 0.389, 0.069, 0.431, 0.401, 0.382, 0.481, -0.703, -0.054, 0.817, -0.170, -0.741, 0.154, -0.702, -0.452, -0.553, -0.506, 0.408, 0.496, 0.402, 0.418, 0.513, -0.788, 0.291, 0.144, -1.322, 0.101, 0.968, 0.215, -0.323, -0.552, -0.601, -0.987, -0.248, 0.044, -0.615, -0.572, -0.563, -0.522, -0.144, 0.187, -0.190, -0.698, -0.443, -0.655, -0.152, 0.346, 0.368, 0.405, -0.093, 0.539, 0.383, 0.416, 0.372, 0.465, 0.203, 0.427, 0.384, 0.436, 0.345, 0.223, 0.397, 0.365, 0.387, 0.414],
  "total_charge": -1,
  "de_lowest_ev": 0.000,
  "e_lumo_ev": 1.498,
  "gap_ev": 6.8,
  "fmax_ha_per_bohr": 0.026
}